#a
Below is C6H10O2 as an isolated structure, with properties calculated with ωB97M-V with the def2-TZVPD basis set.

Positions of all 18 atoms, in Å:
C: -0.54505 -0.44482 -0.07034
C: -0.81685 -1.14419 -1.38325
C: -0.76950 -1.29959 1.15524
C: 1.68964 1.56896 0.47685
C: 1.18027 0.50302 -0.44764
C: -1.02898 0.90816 0.02217
O: 1.85384 -0.06568 -1.26268
O: -1.41560 1.53428 1.00011
H: -0.41976 1.49298 -0.80084
H: -0.68880 -0.47456 -2.23632
H: -0.56575 -0.74456 2.07427
H: -1.82733 -1.56750 -1.39316
H: -0.10957 -1.96536 -1.54619
H: -0.12903 -2.18734 1.11901
H: -1.81080 -1.63813 1.21860
H: 2.77608 1.62433 0.39164
H: 1.35574 1.36545 1.49545
H: 1.27144 2.53453 0.18706

## Properties
E_LUMO: 0.0207 Eh
gap between HOMO and LUMO: 9.7190 eV

#b
Below is an isolated molecule of C6H10O2, with properties calculated with ωB97M-V with the def2-TZVPD basis set.

Positions of all 18 atoms, in Å:
C: 0.43428 0.23831 1.13765
C: 0.58435 0.07400 -0.57857
C: -0.72789 -0.50190 -0.90348
C: -0.84917 0.86602 1.68168
O: 0.66426 -0.96357 1.82204
O: 1.52799 1.07148 1.39563
C: -0.56630 -0.79914 -2.52672
C: 0.00496 -0.78118 -3.59242
H: 0.57927 -1.73505 1.25300
H: 1.69551 1.07245 2.34762
H: 0.73968 1.07428 -0.97125
H: 1.42061 -0.60603 -0.72320
H: -1.56078 0.19520 -0.83878
H: -0.92884 -1.47505 -0.45603
H: -1.69261 0.18620 1.58915
H: -1.05572 1.79935 1.16507
H: -0.72501 1.07486 2.74601
H: 0.45542 -0.79024 -4.54742

## Properties
E_LUMO: 0.0262 Eh
SMILES string: C#CCCC(C)(O)O
gap between HOMO and LUMO: 10.4868 eV

#c
Below is an isolated molecule of C6H10O2, with properties calculated with ωB97M-V with the def2-TZVPD basis set.

Positions of all 18 atoms, in Å:
C: 1.61495 0.37017 -0.46548
C: 0.66994 1.35877 0.29103
C: -1.34125 0.49532 -0.57584
C: -2.32327 -0.46356 -0.02233
C: -0.87972 -0.70565 0.36133
C: 1.33522 -1.03279 0.17819
H: 1.68821 0.40072 -1.59271
H: 2.65426 0.47620 -0.32679
H: 0.13226 0.70019 1.26977
H: 0.98470 2.49787 0.80170
H: -1.12676 0.28501 -1.57582
H: -3.16153 -0.22119 0.71410
H: -2.56341 -1.30313 -0.95637
H: -0.65875 -0.59625 1.41087
H: 2.12915 -1.38682 -0.39684
H: 1.25855 -0.99373 1.25213
O: -0.61981 1.76637 -0.11536
O: 0.20726 -1.64747 -0.25159

## Properties
E_LUMO: 0.0385 Eh
SMILES string: C1CO[C@@H]2C[C@H]2OC1
gap between HOMO and LUMO: 10.1412 eV

Which one is the least stable? From the structures above, #c.